1.
# C5H9ClI2O2PV

C5H9ClI2O2PV as an isolated structure at a distorted geometry (the ωB97M-V functional and the def2-TZVPD basis, the OMol25 dataset).

Structure (XYZ):
```
21
Properties=species:S:1:pos:R:3:forces:R:3
I 3.53192 1.15994 0.18510 0.74 -1.96 -0.04
I 4.71593 -1.55556 -0.13098 0.03 1.96 -0.89
V 0.49835 -0.12314 1.51532 -3.86 -2.26 1.36
P -0.78497 0.02573 -0.44787 -0.58 -0.74 -1.15
C 0.61405 -0.01902 -1.60270 -0.23 0.06 0.78
C -1.76991 -1.50170 -0.55078 0.11 -0.70 0.78
H -2.72534 1.36401 -0.11371 0.18 -0.13 -0.14
H -2.22899 1.33139 -1.80707 -0.07 -0.14 -0.44
H -1.38035 2.35965 -0.65175 0.07 -0.13 -0.10
C -1.86217 1.38765 -0.79377 -0.39 0.96 0.75
H -2.44096 -1.57400 0.32993 0.37 0.23 -0.46
H -2.38849 -1.63121 -1.44413 0.29 0.40 -0.11
H 0.30683 -0.05396 -2.62695 -0.23 -0.12 -0.70
H 1.21520 -0.88477 -1.34587 0.18 -0.35 -0.23
H -1.08818 -2.36923 -0.48555 -0.23 0.28 -0.09
H 1.22958 0.84981 -1.41114 -0.04 0.26 -0.28
C 2.25351 -0.91327 1.84841 9.56 -6.28 4.11
O 3.20186 -1.58241 2.23553 -8.01 5.18 -2.29
Cl -1.24416 -0.78802 2.92961 2.26 0.88 -1.77
O 0.02024 2.79015 2.41517 2.24 -7.23 -3.43
C 0.32604 1.72795 1.95319 -2.39 9.82 4.32
```
Forces are in eV/Å.

* multiplicity: 3
* energy above the lowest of the compared OMol25 structures with the same formula, charge and spin: 0.6284 eV
* total charge: +2
* gap between HOMO and LUMO (alpha / beta): 6.4 / 6.4 eV
* E_HOMO (alpha / beta): -16.8 / -16.8 eV

---

2.
# C5H9ClN

An isolated ion of composition C5H9ClN and charge +1 at a distorted geometry (the ωB97M-V functional and the def2-TZVPD basis, the OMol25 dataset).

Structure (XYZ):
```
16
Properties=species:S:1:pos:R:3:forces:R:3
C -0.27743 -1.40527 -0.46385 -0.80 3.15 -3.95
C 0.17072 -1.32493 -1.76547 -0.38 1.71 0.04
C -1.36979 -0.49543 0.03541 2.27 1.14 2.61
C -0.42428 0.04728 1.10920 -0.10 0.45 -3.52
C 0.59599 1.08870 1.19530 -2.71 0.87 -2.71
N 0.91383 1.68526 -0.08407 -0.40 -0.22 0.33
Cl 1.19167 -2.51691 -2.30633 0.79 -0.93 -0.43
H 0.07747 -2.25220 -0.06353 0.60 -2.85 2.44
H -1.74188 0.24532 -0.60265 -0.13 0.84 -1.42
H -2.16092 -0.95723 0.53969 -1.19 -1.08 0.46
H -0.39476 -0.45511 1.98494 -0.41 -2.12 2.82
H 1.40685 0.68936 1.69868 1.82 -0.39 1.18
H -0.06374 1.67250 1.95466 0.89 0.03 -0.45
H 1.76820 2.17315 -0.19390 1.47 -0.09 0.67
H 0.29875 2.39528 -0.40736 -1.36 0.25 -0.06
H 0.00934 -0.58978 -2.63072 -0.36 -0.74 1.97
```
Forces are in eV/Å.

* energy above the lowest of the compared OMol25 structures with the same formula, charge and spin: 3.0672 eV
* total charge: +1
* gap between HOMO and LUMO (alpha / beta): 7.9 / 7.9 eV
* E_HOMO (alpha / beta): -13.8 / -13.8 eV

---

3.
# C5H9ClN2

A 2-piece molecular cluster, C5H9ClN2 overall at a distorted geometry (the ωB97M-V functional and the def2-TZVPD basis, the OMol25 dataset).

Structure (XYZ):
```
17
Properties=species:S:1:pos:R:3:forces:R:3
C -1.12245 -0.03306 0.63613 3.47 0.72 -1.03
C 0.88788 0.85562 -0.11819 -2.17 -1.46 0.37
C -1.41587 0.66988 1.88771 0.86 0.33 -1.22
C 1.25332 -1.06517 -1.75774 2.73 -2.91 1.19
C 1.69513 -0.28822 -0.53627 2.18 -0.10 0.82
N -1.45970 -1.05205 0.05671 -1.08 -0.06 -1.32
N 0.97082 2.07245 -0.06871 -0.81 1.08 0.26
Cl 3.59636 0.28209 -0.94462 -1.41 -0.08 0.27
H -2.45545 0.49012 2.05108 -0.68 0.08 1.07
H -1.10194 1.71241 1.86769 -0.33 0.03 -0.15
H -0.67612 0.15556 2.49194 -0.45 -0.11 0.98
H 1.00012 -0.37511 -2.45666 -1.15 1.87 -2.25
H 2.12095 -1.69510 -2.23893 -1.48 1.27 1.28
H 0.46568 -1.76879 -1.53397 -0.48 0.12 0.12
H 1.92754 -0.79465 0.42932 -0.24 -0.28 -1.10
H -2.44039 -1.38279 0.07413 0.62 0.02 0.68
H 1.74553 2.59652 -0.46893 0.44 -0.51 0.02
```
Forces are in eV/Å.

* energy above the lowest of the compared OMol25 structures with the same formula, charge and spin: 4.3081 eV
* gap between HOMO and LUMO: 8.0 eV
* E_HOMO: -7.7 eV

---

no.,total energy (a.u.)
1,-2686.62719
2,-710.47086
3,-765.47176